No. 1
Molecular formula: C16H19IN
Method: DFT, ωB97M-V/def2-TZVPD

XYZ file:
```
37
Properties=species:S:1:pos:R:3:nbo_charge:R:1
C -3.21992 1.44806 -1.85643 -0.68
C -3.25565 -0.12418 -1.28663 0.23
C -4.69764 -0.89422 -1.41405 -0.71
N -2.08309 -0.64991 -0.80371 -0.56
C -2.19214 -1.05801 0.65202 -0.42
I -1.16262 -3.03766 0.70343 -0.22
H -3.79642 1.43459 -2.90178 0.18
H -2.10787 1.73269 -2.09055 0.23
H -3.76946 2.16749 -1.11526 0.21
H -5.32688 -0.38994 -2.28763 0.21
H -4.45720 -2.03615 -1.62797 0.23
H -5.25787 -0.87465 -0.37723 0.21
H -3.30251 -1.28622 0.97059 0.12
C 3.36581 -1.03586 -2.32118 -0.21
C 2.08705 -1.14580 -1.77578 -0.21
C 1.21407 -0.05911 -1.81842 -0.21
C 1.61688 1.13557 -2.41591 -0.22
C 2.89436 1.24423 -2.96466 -0.23
C 3.77063 0.16049 -2.91372 -0.24
H 4.04709 -1.88189 -2.28473 0.20
H 1.77083 -2.07897 -1.31635 0.23
H 0.22014 -0.14293 -1.38738 0.27
H 0.93497 1.98096 -2.45359 0.21
H 3.20753 2.17480 -3.43170 0.20
H 4.76771 0.24729 -3.33642 0.20
C 1.83856 0.17979 4.74008 -0.23
C 2.41295 0.94294 3.72399 -0.24
C 1.80518 1.00718 2.47047 -0.23
C 0.61649 0.31544 2.23588 -0.15
C 0.04014 -0.44469 3.25318 -0.20
C 0.65290 -0.51639 4.50392 -0.23
H 2.31433 0.12723 5.71585 0.20
H 3.33554 1.48746 3.90895 0.20
H 2.25656 1.59649 1.67694 0.20
H 0.14011 0.36933 1.26056 0.23
H -0.88708 -0.98238 3.07068 0.24
H 0.20652 -1.11310 5.29453 0.20
```

Output
Total charge: -1
Frontier orbital gap in eV: 5.7831
HOMO energy in Eh: -0.0987
LUMO in eV: 3.097

No. 2
Molecular formula: C16H19N3O2S
Method: DFT, ωB97M-V/def2-TZVPD

XYZ file:
```
41
Properties=species:S:1:pos:R:3:nbo_charge:R:1
C -1.00703 -2.15815 -2.49393 -0.39
C 0.30530 -2.09035 -2.60371 -0.19
C 1.17935 -1.04247 -1.96960 -0.25
N 0.44744 -0.12103 -1.14763 -0.39
C -0.11814 1.05738 -1.53959 0.18
N -0.79462 1.59525 -0.56278 -0.33
N -0.69727 0.76623 0.49066 -0.30
C 0.03235 -0.25798 0.15360 0.34
C 0.39806 -1.40644 1.01809 -0.46
H -0.32923 -1.46938 1.82745 0.25
H 0.33324 -2.32009 0.42212 0.23
C 1.81714 -1.27180 1.60918 -0.43
C 1.84888 -0.61503 2.96538 0.07
C 1.07488 0.50377 3.24931 -0.26
C 1.13464 1.09575 4.49897 -0.20
C 1.96791 0.58404 5.47871 -0.22
C 2.74256 -0.52910 5.20323 -0.20
C 2.68071 -1.12345 3.95537 -0.25
H 3.28741 -1.99474 3.74862 0.20
H 3.39446 -0.93840 5.96142 0.21
H 2.01275 1.04866 6.45278 0.21
H 0.52549 1.96316 4.70616 0.21
H 0.41550 0.91000 2.49777 0.24
H 2.26215 -2.26574 1.69369 0.21
H 2.44472 -0.69020 0.92531 0.21
S 0.08107 1.71770 -3.13516 0.27
C -1.20976 2.98362 -3.03811 -0.63
C -2.60233 2.42806 -3.25069 0.79
O -3.53302 3.10880 -3.58684 -0.59
O -2.65777 1.12162 -3.01017 -0.51
C -3.92353 0.48245 -3.10592 -0.27
H -4.62296 1.12079 -3.64833 0.22
H -3.77367 -0.45870 -3.63291 0.19
H -4.30037 0.29484 -2.09922 0.19
H -0.99582 3.74517 -3.78648 0.26
H -1.15807 3.41522 -2.03607 0.29
H 1.95111 -1.52769 -1.36220 0.22
H 1.68015 -0.46863 -2.75824 0.23
H 0.85496 -2.81412 -3.18943 0.21
H -1.57211 -2.93428 -2.97949 0.21
H -1.57652 -1.44473 -1.92132 0.20
```

Output
Total charge: 0
Structure (SMILES): C=CCn1c(CCc2ccccc2)nnc1SCC(=O)OC
Frontier orbital gap in eV: 8.9769
HOMO energy in Eh: -0.3108
ΔE to the lowest compared entry with this formula, charge and spin in kJ/mol: 251.6
LUMO in eV: 0.518

No. 3
Molecular formula: C16H19N3O2S
Method: DFT, ωB97M-V/def2-TZVPD

XYZ file:
```
41
Properties=species:S:1:pos:R:3:nbo_charge:R:1
O 2.61220 1.23068 0.40735 -0.63
C 1.60986 1.92214 0.36762 0.65
N 0.54064 1.72310 1.17943 -0.59
H -0.29732 2.25755 1.00634 0.39
C 0.37481 0.48706 1.89899 -0.23
H 0.08560 0.68967 2.93475 0.21
H 1.34782 -0.00454 1.89588 0.24
C -0.71271 -0.37970 1.23149 -0.05
N -0.52601 -0.37026 -0.21695 -0.45
C -1.70499 -0.75440 -0.96895 -0.25
H -2.57164 -0.20470 -0.59353 0.20
C -1.47483 -0.38813 -2.43697 -0.07
O -0.34565 -1.04184 -2.95873 -0.52
C 0.80039 -0.72371 -2.20302 -0.07
C 0.62639 -1.09261 -0.72938 -0.28
H 1.52401 -0.79138 -0.19196 0.23
H 0.49726 -2.18474 -0.64415 0.18
H 1.62510 -1.28503 -2.64347 0.20
H 1.01136 0.35404 -2.27816 0.17
H -2.32287 -0.69789 -3.05039 0.19
H -1.34438 0.70294 -2.51366 0.16
H -1.90960 -1.83679 -0.89458 0.17
C -0.81070 -1.76504 1.82787 -0.09
C -2.05943 -2.32235 2.08815 -0.16
C -2.14656 -3.61862 2.56597 -0.26
C -0.96887 -4.32256 2.76425 0.03
N 0.22401 -3.80924 2.52211 -0.41
C 0.30021 -2.57176 2.06840 0.03
H 1.30553 -2.21460 1.89275 0.20
H -0.97540 -5.33994 3.13218 0.19
H -3.10377 -4.07003 2.77669 0.22
H -2.95679 -1.74183 1.91915 0.21
H -1.67425 0.12774 1.39779 0.19
C 1.50273 3.06336 -0.55224 -0.31
C 2.50188 3.52605 -1.36380 -0.18
C 2.10216 4.60648 -2.17322 -0.26
C 0.80220 4.95131 -1.97678 -0.39
S 0.03949 3.96612 -0.79827 0.42
H 0.23748 5.72805 -2.45358 0.24
H 2.74997 5.10418 -2.87206 0.23
H 3.48466 3.09121 -1.36331 0.24
```

Output
Total charge: 0
Structure (SMILES): O=C(NC[C@H](c1cccnc1)N1CCOCC1)c1cccs1
Frontier orbital gap in eV: 9.1290
HOMO energy in Eh: -0.3204
ΔE to the lowest compared entry with this formula, charge and spin in kJ/mol: 200.5
LUMO in eV: 0.411

No. 4
Molecular formula: C16H19N3O4
Method: DFT, ωB97M-V/def2-TZVPD

XYZ file:
```
42
Properties=species:S:1:pos:R:3:nbo_charge:R:1
C -3.05856 -2.19907 1.00762 -0.70
C -1.98868 -1.30412 0.48488 0.43
N -2.26759 -0.01619 0.42911 -0.54
C -3.51937 0.63068 0.71519 -0.22
C -3.44102 2.09689 0.29506 -0.44
H -4.40115 2.56460 0.51235 0.22
H -2.67961 2.60956 0.88567 0.22
C -3.09304 2.29294 -1.19843 -0.07
O -1.76710 2.69221 -1.41984 -0.73
H -1.15084 1.95678 -1.28558 0.49
H -3.69967 3.10598 -1.60568 0.19
H -3.33068 1.37945 -1.76099 0.16
H -4.33013 0.13070 0.17143 0.20
H -3.74741 0.56426 1.78684 0.20
H -1.50176 0.56876 0.07360 0.44
C -0.72694 -1.76197 0.04842 -0.43
C 0.19720 -0.82940 -0.55815 0.70
O -0.04910 0.37172 -0.73929 -0.70
N 1.42077 -1.29366 -0.99104 -0.46
C 1.85291 -2.59694 -0.86677 0.81
O 2.93753 -2.97667 -1.23828 -0.61
N 0.94099 -3.43858 -0.29185 -0.64
C -0.33220 -3.15009 0.18335 0.68
O -0.97352 -4.06724 0.66233 -0.63
H 1.23024 -4.40570 -0.19508 0.43
C 2.34533 -0.32246 -1.57884 -0.26
C 2.98841 0.51465 -0.50440 0.05
C 2.64745 1.84913 -0.33782 -0.23
C 3.22639 2.59468 0.67484 -0.20
C 4.14605 2.01161 1.52933 -0.22
C 4.48826 0.67905 1.36831 -0.21
C 3.91199 -0.06696 0.35622 -0.24
H 4.18014 -1.10513 0.22386 0.23
H 5.20720 0.22068 2.03150 0.21
H 4.59668 2.59408 2.31963 0.21
H 2.95612 3.63324 0.79718 0.21
H 1.92253 2.30261 -0.99692 0.22
H 1.77971 0.30683 -2.26884 0.23
H 3.09662 -0.90077 -2.12016 0.25
H -3.42730 -1.81547 1.95759 0.23
H -3.89292 -2.20928 0.30598 0.24
H -2.69393 -3.21139 1.13766 0.29
```

Output
Total charge: 0
Structure (SMILES): C/C(NCCCO)=C1\C(=O)NC(=O)N(Cc2ccccc2)C1=O
Frontier orbital gap in eV: 9.3659
HOMO energy in Eh: -0.3299
ΔE to the lowest compared entry with this formula, charge and spin in kJ/mol: 3.5
LUMO in eV: 0.387

No. 5
Molecular formula: C16H19N3O5S2
Method: DFT, ωB97M-V/def2-TZVPD

XYZ file:
```
45
Properties=species:S:1:pos:R:3:nbo_charge:R:1
O 7.21291 2.47988 -1.86420 -0.57
O -1.38686 -3.21039 -0.36171 -0.91
O -3.00718 -1.93512 -1.78499 -0.93
N 3.22272 3.97891 -1.41436 -0.30
N 2.03687 3.33811 -1.64575 -0.27
O 2.52694 3.06079 0.48005 -0.41
O 5.62580 1.63783 -0.40149 -0.52
S 4.90098 4.27805 0.78592 0.24
C 6.38620 2.62049 -0.97632 0.79
C 3.49008 3.74668 -0.16806 0.32
C 1.68795 2.73372 -0.54531 0.44
C -0.07004 1.38485 -1.67950 -0.17
C 0.49395 0.91864 0.62457 -0.20
C -0.90466 0.26656 -1.69846 -0.17
C -0.38205 -0.15688 0.60872 -0.13
C 0.66882 1.69981 -0.54753 -0.09
C -1.06956 -0.50762 -0.56507 -0.31
N -3.18758 -1.68401 0.80310 -0.68
C 6.18673 0.30126 -0.46454 -0.26
C 6.31490 4.02015 -0.40628 -0.61
C -3.25956 -2.67953 1.86226 -0.22
C -4.44509 -0.98734 0.53657 -0.22
C -4.24732 -3.78142 1.49204 -0.41
C -5.53354 -2.03363 0.18707 -0.42
C -5.60552 -3.17272 1.23476 -0.40
S -2.15556 -1.98083 -0.56775 2.24
H 0.06422 1.96069 -2.60194 0.25
H 1.05077 1.09594 1.53867 0.23
H -1.36858 0.02285 -2.64871 0.25
H -0.49797 -0.67612 1.51795 0.22
H 7.09507 0.19676 0.15147 0.19
H 5.45490 -0.42850 -0.11198 0.20
H 6.45366 0.02297 -1.48397 0.21
H 7.27833 4.24670 0.08873 0.27
H 6.16829 4.70412 -1.27125 0.27
H -3.60574 -2.21050 2.78605 0.19
H -2.25795 -3.10866 2.04176 0.23
H -4.30144 -0.24658 -0.23550 0.23
H -4.74753 -0.45085 1.43459 0.19
H -4.24341 -4.54612 2.29873 0.21
H -3.92797 -4.26572 0.58336 0.21
H -6.50358 -1.54053 0.13015 0.21
H -5.38957 -2.43151 -0.83462 0.22
H -6.28576 -3.96019 0.94033 0.22
H -5.93605 -2.72099 2.15240 0.19
```

Output
Total charge: 0
Structure (SMILES): COC(=O)CSc1nnc(-c2ccc(S(=O)(=O)N3CCCCC3)cc2)o1
Frontier orbital gap in eV: 8.5199
HOMO energy in Eh: -0.3277
ΔE to the lowest compared entry with this formula, charge and spin in kJ/mol: 0.0
LUMO in eV: -0.397

No. 6
Molecular formula: C16H19N7O
Method: DFT, ωB97M-V/def2-TZVPD

XYZ file:
```
43
Properties=species:S:1:pos:R:3:nbo_charge:R:1
O 0.07347 -0.13693 -3.69994 -0.67
N -3.73398 0.39192 0.10665 -0.30
N -4.10591 -0.76427 -1.97058 -0.53
N -1.31107 2.75795 4.56035 -0.42
C 0.35455 -0.33884 -2.48201 0.67
C -4.53905 -0.23125 -0.72938 0.23
C -2.85794 -0.71635 -2.25095 0.45
C -0.20952 0.85946 -0.18868 -0.23
C -0.56336 0.16569 -1.43491 -0.20
C -1.90815 -0.05584 -1.38717 0.07
C -1.34812 1.05051 0.58924 0.17
C -2.45410 2.43224 3.99329 0.04
C -0.13623 2.52433 3.91203 0.03
C -2.51118 1.89082 2.68675 -0.23
C -0.12948 1.97920 2.62547 -0.24
C -1.30974 1.61464 1.95565 -0.06
N -2.49521 -1.35360 -3.38329 -0.77
N -2.40771 0.49179 -0.21904 -0.14
N 3.52835 -1.89149 1.77643 -0.86
N 1.57009 -0.98382 -2.14534 -0.43
C 2.54254 -1.20577 -3.22605 -0.41
C 3.03597 -0.57226 1.33158 -0.22
C 1.89064 -1.50382 -0.78645 -0.22
C 2.99273 -0.59295 -0.20127 -0.42
H -5.57750 -0.35434 -0.41819 0.21
H 0.80943 1.19886 0.05823 0.23
H -3.42302 2.56071 4.53711 0.20
H 0.77224 2.79644 4.40701 0.20
H -3.41828 1.59243 2.19622 0.24
H 0.88842 1.91299 2.21336 0.21
H -3.26647 -1.53827 -3.98427 0.40
H -1.63762 -1.00420 -3.77505 0.42
H 2.77296 -2.61441 1.77452 0.36
H 3.87515 -1.84050 2.77896 0.37
H 2.96211 -0.26205 -3.50988 0.21
H 3.34463 -1.89932 -2.89302 0.20
H 2.06604 -1.66611 -4.08735 0.22
H 2.03386 -0.38263 1.72407 0.17
H 3.67661 0.22980 1.67765 0.20
H 2.26589 -2.52559 -0.85876 0.21
H 1.00283 -1.50615 -0.14060 0.22
H 3.97348 -0.94358 -0.54535 0.22
H 2.91165 0.43460 -0.58704 0.21
```

Output
Total charge: 0
Structure (SMILES): CN(CCCN)C(=O)c1cc(-c2ccncc2)n2ncnc(N)c12
Frontier orbital gap in eV: 8.4899
HOMO energy in Eh: -0.3085
ΔE to the lowest compared entry with this formula, charge and spin in kJ/mol: 51.4
LUMO in eV: 0.096